(1)
76
Properties=species:S:1:pos:R:3 method="wB97M-V/def2-TZVPD" gap_ev="6.789 / 7.835" homo_energy_ev="-6.6734 / -7.6750" e_lumo_ev="0.1 / 0.2" de_lowest_kj_mol=167.0 spin_multiplicity=4
V -4.32327 -1.33338 -4.51183
C -0.05470 0.20077 -0.97660
C -0.47149 0.95464 -2.02118
C 0.39643 1.47706 -3.10826
C 0.34914 0.71544 -4.47817
C 0.66314 -0.74180 -4.42530
C 1.21573 -1.41245 -3.40885
C 2.00022 -0.86776 -2.22446
C 1.37227 -0.27600 -0.88610
C -5.78282 -1.04555 -3.06211
H -0.72150 -0.19349 -0.24018
H -1.53509 1.06334 -2.21032
H 1.42996 1.50443 -2.74292
H 0.09580 2.51007 -3.30963
H -0.64411 0.85685 -4.95464
H 1.07522 1.24626 -5.13586
H 0.66376 -1.19691 -5.40909
H 1.29200 -2.51165 -3.50169
H 2.70632 -0.09303 -2.58812
H 2.61470 -1.71238 -1.85687
H 1.42793 -1.03926 -0.07884
H 2.00107 0.57586 -0.59901
H -5.15435 -0.50782 -2.31590
H -6.16685 -2.00511 -2.64709
H -6.59628 -0.41227 -3.47448
P -5.54070 0.16778 -5.81992
P -4.47932 -2.37706 -6.36521
C -4.41048 0.11006 -7.27052
C -3.88414 -1.11188 -7.54001
C -7.09928 0.78000 -6.72144
C -7.07221 1.40430 -7.98873
C -8.12286 2.22096 -8.42241
C -9.29239 2.32946 -7.66983
C -9.40505 1.57518 -6.49279
C -8.33907 0.78203 -6.05519
C -4.97978 1.80819 -5.15356
C -3.60732 1.99822 -4.95517
C -3.13822 3.26483 -4.60554
C -4.04540 4.32967 -4.42962
C -5.41834 4.11354 -4.59480
C -5.88394 2.85251 -4.95325
C -5.65575 -3.38783 -7.24293
C -6.85975 -2.81805 -7.69643
C -7.47492 -3.40446 -8.78909
C -6.95147 -4.59369 -9.32302
C -5.84826 -5.23984 -8.73657
C -5.19547 -4.64256 -7.66678
C -3.00366 -3.25741 -5.76144
C -3.14787 -4.39116 -4.91296
C -2.07383 -5.23798 -4.71440
C -0.86090 -5.01672 -5.38214
C -0.70900 -3.87702 -6.19157
C -1.75678 -2.98369 -6.34209
H -4.24431 1.03194 -7.82934
H -3.20094 -1.41079 -8.33724
H -6.21464 1.27740 -8.65268
H -8.03356 2.79013 -9.35550
H -10.10582 2.98144 -7.98452
H -10.32485 1.61743 -5.91390
H -8.45605 0.17106 -5.15727
H -2.89947 1.17317 -5.10109
H -2.07075 3.44286 -4.49355
H -3.68026 5.32582 -4.17082
H -6.12959 4.92750 -4.47505
H -6.95160 2.68743 -5.11391
H -7.24962 -1.91151 -7.22030
H -8.35972 -2.94279 -9.22973
H -7.41050 -5.03189 -10.21257
H -5.48710 -6.19488 -9.10967
H -4.32801 -5.08909 -7.18352
H -4.10851 -4.54346 -4.40926
H -2.17907 -6.09897 -4.04938
H -0.03930 -5.71193 -5.26317
H 0.23593 -3.71260 -6.71899
H -1.62657 -2.06977 -6.92389
Br -2.48215 -1.67321 -3.01628

***

(2)
103
Properties=species:S:1:pos:R:3 method="wB97M-V/def2-TZVPD" gap_ev=7.661 homo_energy_ev=-7.7637 e_lumo_ev=-0.1 spin_multiplicity=1
In 0.40615 0.01893 -0.51019
C -3.71432 -0.84693 3.25823
C -3.23284 -0.55959 1.87196
C -3.98222 -0.13036 0.79957
C -3.09519 -0.00525 -0.27708
N -1.85705 -0.33436 0.12670
N -1.95605 -0.65718 1.45725
B -0.78149 -1.19850 2.30595
N -0.14969 -2.40382 1.61436
N 0.25834 -2.44080 0.30721
C 0.60572 -3.71416 0.06699
C 0.47488 -4.46743 1.25039
C -0.01338 -3.61291 2.20011
C -0.35410 -3.92421 3.62345
C 1.06948 -4.37650 -1.22333
C 0.08230 -5.51645 -1.52855
C 1.10669 -3.47095 -2.44286
C 2.47012 -4.97085 -0.99651
N 0.21425 -0.07499 2.67669
N 1.06184 0.54379 1.79169
C 1.78774 1.42247 2.50863
C 1.39176 1.34499 3.85499
C 0.41095 0.39130 3.92570
C -0.32567 -0.06130 5.14652
C 2.91313 2.36716 2.09540
C 2.50469 3.78313 2.54028
C 3.26407 2.42701 0.61153
C 4.17747 1.94841 2.86435
C -3.48927 0.37131 -1.68605
C -3.24020 -0.83404 -2.60935
C -4.98493 0.68701 -1.72821
C -2.72859 1.62514 -2.13986
H -4.79706 -0.73726 3.28205
H -3.46048 -1.85791 3.57871
H -3.28671 -0.15429 3.98516
H -5.04522 0.05138 0.80278
H -1.23994 -1.58613 3.33555
H 0.67306 -5.51839 1.38943
H -0.09662 -4.96189 3.82544
H 0.19878 -3.29208 4.32036
H -1.41935 -3.79000 3.82071
H -0.91455 -5.11247 -1.72730
H 0.41459 -6.06558 -2.41461
H 0.00710 -6.22261 -0.69828
H 0.11985 -3.06507 -2.64912
H 1.80339 -2.64114 -2.33437
H 1.41573 -4.06573 -3.30919
H 2.47598 -5.69477 -0.17825
H 2.80107 -5.48331 -1.90569
H 3.19766 -4.18866 -0.76655
H 1.78743 1.90596 4.68784
H 0.14326 0.38083 6.02366
H -1.36949 0.25646 5.12596
H -0.31360 -1.14610 5.25632
H 1.66776 4.14913 1.93968
H 2.20596 3.81321 3.59114
H 3.34968 4.46446 2.40524
H 2.38130 2.49745 -0.01006
H 3.87460 3.31750 0.43113
H 3.84203 1.56822 0.28371
H 4.01998 1.97718 3.94577
H 4.47885 0.93419 2.58746
H 4.99961 2.62762 2.61831
H -3.88039 -1.66932 -2.30848
H -3.47085 -0.57461 -3.64722
H -2.20994 -1.16964 -2.56065
H -5.58629 -0.17405 -1.42288
H -5.23565 1.53622 -1.08530
H -5.26207 0.94438 -2.75294
H -1.65444 1.46883 -2.12688
H -3.01855 1.88825 -3.16176
H -2.96583 2.46891 -1.48250
C 1.47445 -0.53867 -6.37069
C 2.34592 -0.71181 -5.12844
N 2.32933 0.44726 -4.24443
C 1.37393 0.74438 -3.34342
S 0.08168 -0.37135 -3.03386
N 1.48250 1.92445 -2.76364
N 0.66956 2.10334 -1.69457
C 0.26687 3.29965 -1.45743
C 0.62550 4.43913 -2.35947
C -0.59424 3.54608 -0.27998
C -0.93647 4.84707 0.08103
C -1.75939 5.05429 1.17536
C -2.22678 3.95828 1.87517
C -1.84033 2.69762 1.44571
N -1.04345 2.48795 0.40035
H 1.51007 -1.43904 -6.99083
H 1.81899 0.30830 -6.96966
H 0.43728 -0.36141 -6.07954
H 3.38391 -0.87545 -5.41622
H 2.02090 -1.57863 -4.55857
H 3.01391 1.17409 -4.38019
H 1.01154 4.04877 -3.29460
H 1.40003 5.06591 -1.90559
H -0.24864 5.06168 -2.55647
H -0.55281 5.68704 -0.48281
H -2.02471 6.06061 1.47708
H -2.87548 4.06883 2.73562
H -2.18012 1.81507 1.97162
O 4.51852 -1.62495 0.14361
S 3.11571 -1.25458 0.33364
N 2.47659 -0.49311 -0.77913

***

(3)
26
Properties=species:S:1:pos:R:3 method="wB97M-V/def2-TZVPD" gap_ev="4.126 / 5.022" homo_energy_ev="-11.4843 / -11.4869" e_lumo_ev="-7.4 / -6.5" spin_multiplicity=5 total_charge=+1
Cr -25.08710 -22.80323 -2.25188
F -24.08662 -23.93388 -3.78728
C -27.08243 -25.46917 -6.30971
C -25.96804 -24.79131 -7.16599
O -26.16647 -24.50214 -8.35697
N -24.76690 -24.66391 -6.58579
C -23.58538 -24.01775 -7.06101
H -27.28187 -25.02389 -5.33501
H -26.90552 -26.54461 -6.29424
H -28.04423 -25.37662 -6.81416
H -24.79456 -24.74603 -5.57951
H -23.21265 -23.31359 -6.31715
H -23.64764 -23.41834 -7.96926
H -22.83791 -24.77699 -7.29115
C -22.32956 -19.23504 -3.31683
C -22.76001 -20.71738 -3.41180
O -23.77445 -21.03362 -2.80110
N -22.21656 -21.53272 -4.23133
C -21.01763 -21.34887 -5.12610
H -21.43072 -18.76263 -3.71307
H -22.42722 -18.96497 -2.26534
H -23.13676 -18.58006 -3.64477
H -22.68062 -22.42296 -4.12078
H -21.36117 -21.48077 -6.15210
H -20.11779 -21.95816 -5.04157
H -20.57413 -20.38024 -4.89550

***

(4)
147
Properties=species:S:1:pos:R:3 method="wB97M-V/def2-TZVPD" gap_ev=10.265 homo_energy_ev=-10.0248 e_lumo_ev=0.2 spin_multiplicity=1 smiles="CCOS(C)(=O)=O.CCOS(C)(=O)=O.CCOS(C)(=O)=O.O=S1(=O)CCCC1.O=S1(=O)CCCC1.O=S1(=O)CCCC1.O=S1(=O)CCCC1.O=S1(=O)CCCC1.O=S1(=O)CCCC1.CO.CO"
O 1.72092 2.51573 6.10916
S 3.01164 1.91416 5.82402
O 3.38830 0.79859 6.58749
O 3.25811 1.69023 4.29169
C 2.31573 0.84050 3.41558
C 0.99208 0.47251 4.04186
C 4.11484 3.24478 6.05822
H 2.82477 -0.08035 3.22345
H 2.32504 1.43192 2.48495
H 0.14161 1.18256 3.99494
H 1.21452 0.24192 5.13261
H 0.57118 -0.43288 3.61646
H 4.05845 3.72864 7.05878
H 3.81569 3.97210 5.29732
H 5.17100 3.01060 5.90604
O 5.32075 -2.73055 3.01320
S 3.93158 -2.72931 2.64015
O 3.42719 -1.67981 1.74035
O 3.62594 -4.18819 2.00898
C 2.37877 -4.43067 1.23008
C 2.53748 -4.04816 -0.22765
C 3.03894 -2.86171 4.13370
H 1.58143 -3.91581 1.71267
H 2.24750 -5.47303 1.29961
H 3.41913 -4.54882 -0.66941
H 2.76160 -2.98216 -0.23066
H 1.70200 -4.37199 -0.81818
H 1.98192 -3.19845 3.92563
H 3.07962 -1.82233 4.48893
H 3.66157 -3.54408 4.70856
O 0.76623 0.36351 -5.69527
S 0.87892 -0.99619 -6.02263
O 1.63631 -1.30394 -7.19354
O 1.44180 -1.75200 -4.82724
C 2.40904 -2.88765 -5.03362
C 3.77093 -2.49726 -4.71276
C -0.73164 -1.64356 -6.12568
H 2.32636 -3.38418 -6.01078
H 2.03136 -3.61562 -4.37953
H 3.85358 -1.86252 -3.79215
H 4.30710 -2.03458 -5.50032
H 4.23113 -3.47141 -4.70366
H -0.79928 -2.69884 -6.42793
H -1.36363 -1.05609 -6.81820
H -1.12984 -1.67491 -5.08930
C -1.17979 -4.30964 3.47765
O -0.19973 -3.31184 3.27459
H -0.73332 -5.25128 3.79589
H -1.90451 -3.95513 4.16904
H -1.58762 -4.50635 2.50901
H -0.51312 -2.77036 2.52381
C -0.73583 -4.44581 -4.00619
O -1.53916 -5.44022 -3.34061
H -1.16386 -3.46279 -3.94005
H 0.23242 -4.46727 -3.51655
H -0.65194 -4.60648 -5.07178
H -2.41773 -5.28915 -3.74555
C 6.72202 0.73574 0.23607
C 6.86962 1.25386 1.76099
C 5.53636 1.85862 2.06208
S 4.75327 2.51499 0.60932
O 4.95198 3.92939 0.62211
O 3.46301 1.99743 0.40844
C 5.89330 1.71777 -0.52515
H 6.28625 -0.27605 0.28376
H 7.69821 0.69919 -0.29305
H 7.72770 1.96603 1.81689
H 7.06522 0.35619 2.36348
H 5.51458 2.53598 2.86106
H 4.88860 1.06922 2.34197
H 6.49320 2.52550 -0.95595
H 5.25145 1.31709 -1.31862
C -1.71488 3.36861 -4.52954
C -2.37992 2.28541 -5.45780
C -3.43577 1.62613 -4.55862
S -3.95509 2.87654 -3.35971
O -3.57706 2.29650 -2.09146
O -5.30264 3.30899 -3.62168
C -2.82527 4.11158 -3.80678
H -1.25298 4.08475 -5.20824
H -1.12976 2.89014 -3.76923
H -1.65693 1.55972 -5.82522
H -2.77719 2.80294 -6.37720
H -2.96993 0.73130 -4.10456
H -4.30485 1.39363 -5.12925
H -2.45405 4.62462 -2.87745
H -3.32960 4.77096 -4.51025
C -4.65441 -2.56667 -1.02715
C -6.08351 -2.68651 -1.56830
C -6.00236 -2.67668 -3.07404
S -4.35796 -3.09955 -3.49058
O -3.72503 -1.90253 -3.95477
O -4.27809 -4.30539 -4.33798
C -3.89532 -3.53079 -1.84366
H -4.62287 -2.77513 0.03533
H -4.26488 -1.55365 -1.22306
H -6.73575 -1.86193 -1.26046
H -6.52098 -3.60484 -1.32645
H -6.19571 -1.71874 -3.58238
H -6.61641 -3.40577 -3.53931
H -2.83329 -3.56427 -1.53463
H -4.31680 -4.52855 -1.67442
C 0.06502 4.07826 2.18624
C 0.91446 5.34989 2.06685
C 1.12816 5.46209 0.52444
S -0.45839 5.28652 -0.13888
O -0.35288 4.50367 -1.33662
O -1.21046 6.56144 -0.16848
C -1.10920 4.25843 1.25108
H -0.25233 3.85174 3.18900
H 0.61905 3.24013 1.84551
H 1.90110 5.24326 2.53362
H 0.38555 6.17683 2.50839
H 1.73139 4.63867 0.15579
H 1.61150 6.37957 0.16141
H -1.37451 3.26054 0.97829
H -1.98241 4.74784 1.58048
C -4.55170 1.63618 5.31659
C -3.87298 0.24488 5.15165
C -3.06060 0.52099 3.89752
S -4.04958 1.44827 2.73236
O -4.76305 0.64892 1.73617
O -3.27597 2.60377 2.35570
C -5.24111 1.94236 3.98837
H -3.79509 2.40664 5.58692
H -5.34540 1.54201 6.02681
H -4.63443 -0.53819 5.04731
H -3.22856 0.06492 6.00641
H -2.71729 -0.39821 3.41259
H -2.19745 1.15893 4.04456
H -6.10495 1.35286 3.82056
H -5.54063 2.97878 3.77042
C 0.34093 0.92522 -0.53265
C -0.65471 0.60533 -1.66349
C -1.56456 -0.49461 -1.02292
S -0.53184 -1.51425 -0.03346
O -0.30634 -2.76254 -0.68441
O -0.99501 -1.60477 1.34896
C 0.90135 -0.46933 -0.05023
H -0.24963 1.29281 0.32911
H 1.09403 1.67034 -0.85323
H -0.21826 0.18163 -2.60276
H -1.31113 1.41666 -1.92292
H -2.03946 -1.23822 -1.69577
H -2.37020 -0.11891 -0.39577
H 1.50837 -0.93788 -0.82714
H 1.36026 -0.42963 0.93593

***

Calculated total energy in order - -151198.005 -82081.493 -44655.141 -182196.359 eV